Record 1
Computed, not measured: a 3-piece molecular cluster, C5H8O overall, with wB97M-V/def2-TZVPD.

Calculated values
Molecular weight = 84.1 g/mol
Maximum force = 0.53 eV Å⁻¹
Frontier orbital gap (alpha / beta) = 7.08 / 7.14 eV
Relative energy (zero: lowest compared OMol25 entry of this formula, charge and spin) = 164.7 kcal/mol
LUMO level (alpha / beta) = 0.38 / 0.37 eV
Spin multiplicity = 1
HOMO level (alpha / beta) = -0.2463 / -0.2490 hartree

Last column: natural (NBO) charge in e.
Positions of all 14 atoms, in Å:
C1 -0.388 -0.344 -0.036  -0.531
C2 -2.461 0.474 0.244  -0.806
C3 -0.285 0.728 -0.835  0.881
C4 1.803 -0.584 -0.498  -0.371
C5 2.582 -0.390 0.553  -0.483
O1 -0.206 1.618 -1.542  -0.379
H1 -0.700 -1.276 -0.476  0.300
H2 -0.144 -0.264 1.010  0.290
H3 2.190 -0.992 -1.433  0.170
H4 -3.013 0.498 -0.693  0.189
H5 -2.419 1.445 0.734  0.189
H6 -2.806 -0.312 0.911  0.192
H7 3.650 -0.619 0.571  0.190
H8 2.198 0.017 1.491  0.168

---

Record 2
Computed, not measured: one molecule with the formula C5H8O, with wB97M-V/def2-TZVPD.

Calculated values
Molecular weight = 84.1 g/mol
Maximum force = 1.32 eV Å⁻¹
Frontier orbital gap (alpha / beta) = 8.42 / 8.42 eV
Relative energy (zero: lowest compared OMol25 entry of this formula, charge and spin) = 70.0 kcal/mol
LUMO level (alpha / beta) = -0.10 / -0.10 eV
Spin multiplicity = 1
HOMO level (alpha / beta) = -0.3130 / -0.3130 hartree

Last column: natural (NBO) charge in e.
Positions of all 14 atoms, in Å:
C1 1.670 0.391 -0.410  -0.684
C2 0.475 0.515 0.461  0.061
C3 -0.904 -1.387 0.676  -0.474
C4 -1.169 -0.524 -0.370  0.466
O1 -1.399 -0.880 -1.503  -0.623
C5 -0.794 0.956 -0.087  -0.573
H1 1.371 -0.029 -1.379  0.244
H2 2.101 1.385 -0.607  0.238
H3 2.437 -0.242 0.041  0.230
H4 0.612 0.494 1.534  0.215
H5 -1.137 -1.106 1.681  0.198
H6 -0.996 -2.439 0.420  0.217
H7 -1.484 1.425 0.605  0.235
H8 -0.783 1.441 -1.062  0.250

---

Record 3
Computed, not measured: one molecule with the formula C5H8O, with wB97M-V/def2-TZVPD.

Calculated values
Molecular weight = 84.1 g/mol
Maximum force = 0.45 eV Å⁻¹
Frontier orbital gap = 10.74 eV
Relative energy (zero: lowest compared OMol25 entry of this formula, charge and spin) = 21.2 kcal/mol
SMILES string = CC(=O)C1CC1
LUMO level = 1.07 eV
Spin multiplicity = 1
HOMO level = -0.3552 hartree

Last column: natural (NBO) charge in e.
Positions of all 14 atoms, in Å:
C1 1.228 -1.245 -1.163  -0.721
C2 0.981 -0.105 -0.197  0.596
O1 1.842 0.243 0.585  -0.549
C3 -0.384 0.510 -0.205  -0.351
C4 -1.333 0.034 0.876  -0.392
C5 -0.752 1.414 0.927  -0.408
H1 0.304 -1.715 -1.516  0.219
H2 1.790 -0.887 -2.033  0.240
H3 1.848 -1.977 -0.643  0.241
H4 -0.822 0.668 -1.189  0.229
H5 -0.967 -0.706 1.585  0.220
H6 -2.375 -0.087 0.596  0.217
H7 -1.400 2.262 0.731  0.219
H8 0.041 1.592 1.648  0.241

---

Record 4
Computed, not measured: one molecule with the formula C5H8O, with wB97M-V/def2-TZVPD.

Calculated values
Molecular weight = 84.1 g/mol
Maximum force = 1.69 eV Å⁻¹
Frontier orbital gap = 10.59 eV
Relative energy (zero: lowest compared OMol25 entry of this formula, charge and spin) = 57.3 kcal/mol
SMILES string = O=CCC1CC1
LUMO level = 1.05 eV
Spin multiplicity = 1
HOMO level = -0.3508 hartree

Last column: natural (NBO) charge in e.
Positions of all 14 atoms, in Å:
O1 1.992 1.393 -0.951  -0.550
C1 1.871 0.349 -0.358  0.434
C2 1.025 0.144 0.907  -0.498
C3 -0.141 -0.127 -0.023  -0.227
C4 -1.376 -0.950 -0.051  -0.402
C5 -1.445 0.560 -0.204  -0.398
H1 2.263 -0.626 -0.707  0.111
H2 1.328 -0.714 1.527  0.219
H3 1.024 1.067 1.490  0.232
H4 0.329 -0.249 -1.039  0.210
H5 -1.441 -1.547 -0.957  0.214
H6 -1.792 -1.415 0.835  0.217
H7 -1.584 0.994 -1.188  0.219
H8 -1.904 1.124 0.605  0.219

---

Record 5
Computed, not measured: one molecule with the formula C5H8O, with wB97M-V/def2-TZVPD.

Calculated values
Molecular weight = 84.1 g/mol
Maximum force = 0.60 eV Å⁻¹
Frontier orbital gap = 10.70 eV
Relative energy (zero: lowest compared OMol25 entry of this formula, charge and spin) = 34.7 kcal/mol
SMILES string = O=CC1CCC1
LUMO level = 1.09 eV
Spin multiplicity = 1
HOMO level = -0.3531 hartree

Last column: natural (NBO) charge in e.
Positions of all 14 atoms, in Å:
O1 1.112 -2.056 0.161  -0.553
C1 0.719 -1.280 1.000  0.444
C2 0.653 0.825 0.156  -0.381
C3 -0.237 0.858 -1.100  -0.396
C4 -1.121 -0.281 -0.537  -0.406
C5 -0.323 -0.237 0.780  -0.328
H1 1.602 0.335 -0.079  0.217
H2 1.287 -1.096 1.941  0.109
H3 0.858 1.730 0.729  0.214
H4 0.295 0.626 -2.025  0.211
H5 -0.763 1.806 -1.211  0.207
H6 -2.185 -0.035 -0.455  0.211
H7 -1.029 -1.244 -1.047  0.228
H8 -0.868 0.048 1.688  0.224

---

Record 6
Computed, not measured: a 2-piece molecular cluster, C5H8O overall, with wB97M-V/def2-TZVPD.

Calculated values
Molecular weight = 84.1 g/mol
Maximum force = 1.34 eV Å⁻¹
Frontier orbital gap = 9.37 eV
Relative energy (zero: lowest compared OMol25 entry of this formula, charge and spin) = 79.5 kcal/mol
SMILES string = C=CC=C.C=O
LUMO level = 0.43 eV
Spin multiplicity = 1
HOMO level = -0.3288 hartree

Last column: natural (NBO) charge in e.
Positions of all 14 atoms, in Å:
C1 1.395 0.633 -0.797  -0.317
C2 0.913 0.131 0.337  -0.270
C3 -1.183 1.227 0.940  0.251
O1 -2.032 0.499 0.487  -0.524
C4 -0.757 -1.420 -0.708  -0.383
C5 0.235 -1.157 0.132  -0.229
H1 0.882 0.406 -1.726  0.200
H2 2.356 1.113 -0.841  0.199
H3 1.352 0.373 1.305  0.216
H4 -0.809 2.113 0.406  0.121
H5 -0.791 1.098 1.966  0.113
H6 -1.266 -0.637 -1.267  0.209
H7 -1.109 -2.433 -0.838  0.204
H8 0.814 -1.946 0.603  0.210

---

Record 7
Computed, not measured: C5H8O as an isolated structure, with wB97M-V/def2-TZVPD.

Calculated values
Molecular weight = 84.1 g/mol
Maximum force = 0.77 eV Å⁻¹
Frontier orbital gap = 10.19 eV
Relative energy (zero: lowest compared OMol25 entry of this formula, charge and spin) = 63.1 kcal/mol
LUMO level = 1.07 eV
Spin multiplicity = 1
HOMO level = -0.3352 hartree

Last column: natural (NBO) charge in e.
Positions of all 14 atoms, in Å:
C1 -1.706 -0.080 0.467  -0.635
C2 -0.291 0.265 0.104  0.287
C3 0.260 1.011 -1.042  -0.435
C4 0.892 -0.340 -0.756  -0.297
C5 1.465 -0.547 0.638  -0.052
O1 0.537 0.338 1.257  -0.524
H1 -1.755 -1.125 0.789  0.219
H2 -1.994 0.528 1.334  0.233
H3 -2.434 0.096 -0.329  0.217
H4 0.799 1.950 -0.987  0.211
H5 -0.483 0.997 -1.848  0.221
H6 1.038 -1.133 -1.491  0.217
H7 2.496 -0.383 0.965  0.175
H8 1.176 -1.578 0.899  0.164

---

Record 8
Computed, not measured: C5H8O as an isolated structure, with wB97M-V/def2-TZVPD.

Calculated values
Molecular weight = 84.1 g/mol
Maximum force = 0.29 eV Å⁻¹
Frontier orbital gap = 8.90 eV
Relative energy (zero: lowest compared OMol25 entry of this formula, charge and spin) = 124.8 kcal/mol
LUMO level = 0.23 eV
Spin multiplicity = 1
HOMO level = -0.3183 hartree

Last column: natural (NBO) charge in e.
Positions of all 14 atoms, in Å:
C1 -0.111 -1.469 -1.309  -0.621
C2 0.204 -0.332 -0.381  0.104
C3 0.899 -0.556 0.934  -0.272
C4 -0.257 1.266 1.257  -0.471
C5 -0.591 0.868 -0.156  0.030
O1 0.528 0.925 -1.020  -0.502
H1 -0.606 -2.279 -0.768  0.226
H2 0.799 -1.869 -1.768  0.220
H3 -0.765 -1.119 -2.114  0.225
H4 0.298 0.309 1.772  0.230
H5 1.923 -0.149 0.873  0.166
H6 -1.116 1.235 1.934  0.236
H7 0.329 2.175 1.381  0.233
H8 -1.561 1.094 -0.594  0.196

---

Record 9
Computed, not measured: C5H8O as an isolated structure, with wB97M-V/def2-TZVPD.

Calculated values
Molecular weight = 84.1 g/mol
Maximum force = 2.04 eV Å⁻¹
Frontier orbital gap = 9.43 eV
Relative energy (zero: lowest compared OMol25 entry of this formula, charge and spin) = 116.5 kcal/mol
LUMO level = 1.00 eV
Spin multiplicity = 1
HOMO level = -0.3100 hartree

Last column: natural (NBO) charge in e.
Positions of all 14 atoms, in Å:
C1 -1.704 0.776 -0.158  -0.357
C2 -2.302 -0.283 0.375  -0.434
C3 1.053 0.560 -0.428  -0.477
C4 1.378 -0.906 -0.676  -0.095
O1 1.994 -0.963 0.683  -0.481
C5 1.564 0.307 0.797  0.222
H1 -1.602 0.908 -1.232  0.197
H2 -1.254 1.554 0.449  0.195
H3 -2.375 -0.413 1.452  0.190
H4 -2.740 -1.061 -0.245  0.190
H5 0.573 -1.652 -0.611  0.210
H6 2.026 -1.135 -1.519  0.195
H7 1.618 0.906 1.694  0.190
H8 1.773 1.401 -0.581  0.254

---

Record 10
Computed, not measured: one molecule with the formula C5H8O, with wB97M-V/def2-TZVPD.

Calculated values
Molecular weight = 84.1 g/mol
Maximum force = 3.36 eV Å⁻¹
Frontier orbital gap = 9.44 eV
Relative energy (zero: lowest compared OMol25 entry of this formula, charge and spin) = 68.7 kcal/mol
SMILES string = C=C/C=C/OC
LUMO level = 0.96 eV
Spin multiplicity = 1
HOMO level = -0.3117 hartree

Last column: natural (NBO) charge in e.
Positions of all 14 atoms, in Å:
C1 -2.597 0.248 0.276  -0.278
C2 -0.422 -0.677 -0.424  0.183
C3 0.363 0.460 -0.286  -0.394
C4 1.877 0.351 -0.323  -0.203
C5 2.778 -0.450 0.373  -0.418
H1 -2.573 1.247 -0.343  0.182
H2 -3.665 -0.091 0.246  0.211
H3 -2.256 0.546 1.302  0.192
H4 -0.002 -1.672 -0.664  0.191
H5 -0.300 1.382 0.092  0.222
H6 2.277 1.136 -1.058  0.198
H7 3.860 -0.421 -0.007  0.215
H8 2.420 -1.238 1.116  0.209
O1 -1.761 -0.820 -0.298  -0.510

---

Record 11
Computed, not measured: one molecule with the formula C5H8O, with wB97M-V/def2-TZVPD.

Calculated values
Molecular weight = 84.1 g/mol
Maximum force = 0.58 eV Å⁻¹
Frontier orbital gap = 8.57 eV
Relative energy (zero: lowest compared OMol25 entry of this formula, charge and spin) = 104.6 kcal/mol
LUMO level = 0.08 eV
Spin multiplicity = 1
HOMO level = -0.3122 hartree

Last column: natural (NBO) charge in e.
Positions of all 14 atoms, in Å:
C1 -1.803 -0.119 -0.235  -0.344
C2 -1.370 1.261 -0.415  -0.351
C3 -0.438 0.306 0.371  -0.415
C4 0.713 -0.055 -0.370  0.061
C5 1.909 -0.498 0.420  -0.209
O1 2.189 -1.753 -0.207  -0.704
H1 -1.758 -0.801 -1.078  0.238
H2 -2.548 -0.344 0.522  0.229
H3 -1.782 2.044 0.208  0.227
H4 -0.994 1.560 -1.389  0.241
H5 -0.418 0.410 1.459  0.202
H6 1.817 -1.587 -1.093  0.480
H7 2.731 0.237 0.304  0.188
H8 1.752 -0.660 1.504  0.159

---

Record 12
Computed, not measured: one molecule with the formula C5H8O, with wB97M-V/def2-TZVPD.

Calculated values
Molecular weight = 84.1 g/mol
Maximum force = 4.06 eV Å⁻¹
Frontier orbital gap = 9.96 eV
Relative energy (zero: lowest compared OMol25 entry of this formula, charge and spin) = 85.0 kcal/mol
SMILES string = CC1(C=O)CC1
LUMO level = 1.06 eV
Spin multiplicity = 1
HOMO level = -0.3270 hartree

Last column: natural (NBO) charge in e.
Positions of all 14 atoms, in Å:
C1 0.105 1.356 0.587  -0.600
C2 -0.092 -0.045 0.018  -0.150
C3 0.575 -0.421 -1.288  -0.397
C4 1.076 -1.008 -0.016  -0.398
C5 -1.476 -0.609 0.297  0.248
O1 -2.254 0.142 0.939  -0.606
H1 1.110 1.733 0.354  0.210
H2 -0.625 2.057 0.171  0.227
H3 -0.016 1.363 1.674  0.226
H4 0.011 -1.056 -1.962  0.222
H5 1.166 0.353 -1.771  0.223
H6 2.017 -0.642 0.389  0.223
H7 0.859 -2.050 0.193  0.222
H8 -2.455 -1.172 0.416  0.350

---

Record 13
Computed, not measured: one molecule with the formula C5H8O, with wB97M-V/def2-TZVPD.

Calculated values
Molecular weight = 84.1 g/mol
Maximum force = 0.50 eV Å⁻¹
Frontier orbital gap = 10.82 eV
Relative energy (zero: lowest compared OMol25 entry of this formula, charge and spin) = 27.0 kcal/mol
SMILES string = O=CC1CCC1
LUMO level = 1.06 eV
Spin multiplicity = 1
HOMO level = -0.3585 hartree

Last column: natural (NBO) charge in e.
Positions of all 14 atoms, in Å:
O1 -2.539 -0.842 0.244  -0.521
C1 -1.419 -1.293 0.182  0.452
C2 -0.166 -0.528 0.506  -0.334
C3 -0.270 1.008 0.551  -0.399
C4 0.946 1.101 -0.401  -0.398
C5 0.867 -0.425 -0.651  -0.390
H1 -1.250 -2.340 -0.156  0.103
H2 0.275 -0.969 1.410  0.228
H3 -1.208 1.354 0.107  0.224
H4 -0.157 1.476 1.532  0.210
H5 0.823 1.735 -1.283  0.207
H6 1.867 1.395 0.111  0.204
H7 0.435 -0.680 -1.625  0.205
H8 1.795 -0.990 -0.527  0.210

---

Record 14
Computed, not measured: one molecule with the formula C5H8O, with wB97M-V/def2-TZVPD.

Calculated values
Molecular weight = 84.1 g/mol
Maximum force = 0.36 eV Å⁻¹
Frontier orbital gap = 9.77 eV
Relative energy (zero: lowest compared OMol25 entry of this formula, charge and spin) = 39.8 kcal/mol
SMILES string = C=C/C=C\CO
LUMO level = 0.85 eV
Spin multiplicity = 1
HOMO level = -0.3279 hartree

Last column: natural (NBO) charge in e.
Positions of all 14 atoms, in Å:
O1 2.154 -1.089 -1.404  -0.705
C1 0.994 -0.440 -0.930  -0.114
C2 0.876 -0.444 0.568  -0.179
C3 -0.117 0.049 1.317  -0.237
C4 -1.395 0.639 0.903  -0.227
C5 -1.949 0.668 -0.312  -0.374
H1 2.918 -0.679 -0.980  0.462
H2 0.161 -0.955 -1.414  0.192
H3 0.959 0.597 -1.283  0.176
H4 1.736 -0.862 1.090  0.205
H5 0.023 0.017 2.394  0.208
H6 -1.955 1.107 1.711  0.204
H7 -1.494 0.247 -1.200  0.188
H8 -2.911 1.143 -0.461  0.201

---

Record 15
Computed, not measured: one molecule with the formula C5H8O, with wB97M-V/def2-TZVPD.

Calculated values
Molecular weight = 84.1 g/mol
Maximum force = 0.52 eV Å⁻¹
Frontier orbital gap = 10.44 eV
Relative energy (zero: lowest compared OMol25 entry of this formula, charge and spin) = 26.3 kcal/mol
SMILES string = C/C=C\CC=O
LUMO level = 1.08 eV
Spin multiplicity = 1
HOMO level = -0.3436 hartree

Last column: natural (NBO) charge in e.
Positions of all 14 atoms, in Å:
C1 -1.052 0.305 0.923  -0.555
C2 -0.649 -0.934 0.152  -0.212
C3 0.240 -0.924 -0.845  -0.142
C4 0.752 0.284 -1.574  -0.667
O1 0.966 1.563 1.339  -0.534
C5 0.230 0.656 1.648  0.453
H1 -1.364 1.140 0.289  0.233
H2 -1.853 0.083 1.638  0.229
H3 -0.994 -1.887 0.543  0.208
H4 0.339 0.264 -2.590  0.223
H5 0.599 -1.885 -1.211  0.201
H6 0.468 1.227 -1.103  0.229
H7 1.844 0.276 -1.672  0.226
H8 0.518 -0.071 2.438  0.108

---

Record 16
Computed, not measured: one molecule with the formula C5H8O, with wB97M-V/def2-TZVPD.

Calculated values
Molecular weight = 84.1 g/mol
Maximum force = 2.48 eV Å⁻¹
Frontier orbital gap = 10.62 eV
Relative energy (zero: lowest compared OMol25 entry of this formula, charge and spin) = 75.8 kcal/mol
SMILES string = C#C[C@@H](C)CO
LUMO level = 0.86 eV
Spin multiplicity = 1
HOMO level = -0.3589 hartree

Last column: natural (NBO) charge in e.
Positions of all 14 atoms, in Å:
C1 1.624 0.568 0.456  -0.602
C2 0.552 -0.181 -0.293  -0.334
C3 -0.580 -0.842 0.843  0.004
O1 -1.885 -0.967 0.478  -0.710
C4 -0.337 0.498 -1.154  0.101
C5 -1.472 0.675 -1.566  -0.372
H1 1.177 1.413 0.972  0.214
H2 2.381 0.948 -0.227  0.220
H3 2.141 -0.085 1.168  0.217
H4 1.005 -1.030 -0.795  0.226
H5 -0.029 -1.774 0.994  0.175
H6 -0.423 -0.149 1.674  0.145
H7 -2.035 -0.205 -0.278  0.463
H8 -2.118 1.132 -2.272  0.253

---

Record 17
Computed, not measured: one molecule with the formula C5H8O, with wB97M-V/def2-TZVPD.

Calculated values
Molecular weight = 84.1 g/mol
Maximum force = 1.30 eV Å⁻¹
Frontier orbital gap = 10.70 eV
Relative energy (zero: lowest compared OMol25 entry of this formula, charge and spin) = 29.6 kcal/mol
SMILES string = C[C@H]1C[C@H]1C=O
LUMO level = 1.06 eV
Spin multiplicity = 1
HOMO level = -0.3540 hartree

Last column: natural (NBO) charge in e.
Positions of all 14 atoms, in Å:
C1 -1.322 -0.955 -0.397  -0.613
C2 -0.565 0.346 -0.598  -0.197
C3 -0.114 1.175 0.610  -0.402
C4 0.884 0.501 -0.280  -0.350
C5 1.662 -0.493 0.450  0.438
O1 2.854 -0.594 0.319  -0.529
H1 -1.043 -1.476 0.521  0.207
H2 -2.393 -0.750 -0.338  0.217
H3 -1.175 -1.654 -1.225  0.217
H4 -0.879 0.885 -1.496  0.224
H5 -0.391 0.752 1.580  0.217
H6 -0.092 2.257 0.621  0.227
H7 1.468 1.146 -0.931  0.239
H8 1.107 -1.140 1.164  0.104